Record 1
107
Properties=species:S:1:pos:R:3 method="wB97M-V/def2-TZVPD" homo_energy_ev=-11.04 charge=+1 lumo_ev=-4.94 orbital_gap_ev=6.098 multiplicity=1
C -3.27734 6.91478 -1.06981
C -2.63612 5.92699 -2.19683
C -1.45733 5.05342 -1.46600
C -1.63826 3.55361 -1.94858
C -0.66504 2.39164 -1.45718
N -0.62276 1.26627 -2.43619
Br -2.04136 1.20179 -3.75573
C -0.43034 -0.15036 -2.04079
C 0.89750 -0.80902 -2.73979
C -0.77061 -0.57694 -0.52053
C -2.38026 -0.39022 -0.52165
C -3.26538 -1.51547 -1.22727
O -4.51432 -1.48121 -1.00050
C -0.45039 -2.09566 -0.39851
C -0.97017 -3.16391 0.63526
C -1.22153 -4.57829 -0.17799
I -2.71199 -2.97560 1.88027
C -0.01477 0.54944 0.44465
C 1.57232 0.49083 0.15993
S 2.98134 0.94348 1.09123
C 3.29061 1.48430 2.72948
C 4.55755 0.67760 3.38260
B -0.24806 -0.06016 1.92437
O -1.45106 0.09215 2.75225
C 0.80069 -1.13316 2.62860
C 0.21270 -2.06313 3.76382
C -0.61174 2.06880 0.15671
C 0.51226 3.17447 0.65779
C 0.76011 3.36246 2.20607
C -0.04970 4.62168 2.87679
C 0.68285 5.17749 4.19667
O 0.28172 6.26084 4.69168
O 1.76768 4.46793 4.81018
C 1.29932 4.15855 6.17517
C 2.12476 2.86630 6.72309
C -1.83104 2.58528 1.00524
C -3.36022 2.31635 0.87933
O -3.95224 1.51701 1.66291
Cl -4.62333 3.23581 -0.12654
H -3.49250 6.26979 -0.13941
H -2.59320 7.78406 -0.79347
H -4.30330 7.32526 -1.39853
H -3.49605 5.26804 -2.55522
H -2.24585 6.54135 -3.07559
H -1.51781 5.31220 -0.37295
H -0.47590 5.51718 -1.87277
H -1.31556 3.74467 -3.05638
H -2.74849 3.32986 -1.99754
H 0.35712 2.92254 -1.65974
H 0.16849 1.43179 -3.10847
H -1.18815 -0.78970 -2.64933
H 0.78116 -0.50054 -3.85687
H 1.88034 -0.35514 -2.40591
H 0.86530 -1.95873 -2.76118
H -2.70194 0.59332 -1.03438
H -2.78386 -0.32358 0.54057
H -2.87552 -2.37600 -1.87015
H -0.76970 -2.53284 -1.43697
H 0.68993 -2.32968 -0.46973
H -0.10191 -3.44729 1.35467
H -1.21859 -5.44234 0.57753
H -0.47602 -4.70172 -1.03011
H -2.30790 -4.51107 -0.57191
H 1.66594 1.09699 -0.83773
H 1.80549 -0.58670 -0.20640
H 3.60530 2.59830 2.79727
H 2.39620 1.40551 3.46229
H 5.48354 1.35834 3.25576
H 4.79972 -0.28043 2.79776
H 4.42308 0.52030 4.50326
H -1.13856 0.53098 3.58716
H 1.23177 -1.80796 1.78732
H 1.71604 -0.62505 3.08569
H -0.87226 -1.99118 4.06308
H 0.40309 -3.16651 3.46287
H 0.82419 -1.92974 4.74086
H 0.16992 4.24945 0.36829
H 1.50017 3.10918 0.09557
H 0.59219 2.49224 2.91156
H 1.86139 3.69830 2.33754
H -0.16834 5.47093 2.11124
H -1.11160 4.32809 3.20642
H 0.16771 3.96025 6.19786
H 1.46677 5.06557 6.87362
H 1.59890 1.90114 6.40290
H 2.24317 2.94294 7.86963
H 3.18783 2.94802 6.28224
H -1.81715 3.75179 0.95433
H -1.67884 2.45900 2.14989
C 0.17366 -6.81308 -5.69316
C 0.92743 -8.15834 -5.74122
C 0.81562 -9.03534 -4.49285
F 1.31078 -8.44002 -3.38944
F 1.52628 -10.17903 -4.65760
F 2.22328 -7.92474 -6.06028
F 0.40771 -8.86436 -6.78763
O 0.93873 -5.64613 -5.34906
C 1.12792 -5.37700 -3.97672
C 2.59866 -5.46337 -3.55169
F 3.12416 -6.67652 -3.80862
F 2.72595 -5.25478 -2.21704
F 0.32042 -6.17051 -3.24920
F 0.67856 -4.10974 -3.78081
H -0.15553 -6.61592 -6.71779
H -0.75238 -6.87522 -5.11502
H -0.22338 -9.31566 -4.29998
H 3.20028 -4.71757 -4.07851


Record 2
101
Properties=species:S:1:pos:R:3 method="wB97M-V/def2-TZVPD" homo_energy_ev="-12.36 / -12.00" charge=+2 s_squared=0.797 lumo_ev="-5.37 / -5.15" orbital_gap_ev="6.990 / 6.855" multiplicity=2 relative_energy_kcal_mol=25.9
Re 1.16084 -0.19664 1.12596
I -2.84969 -2.17886 -1.19584
C -1.09124 -3.26064 -1.64696
I 0.74697 -2.23139 -1.30545
H -1.10190 -3.50576 -2.70163
H -1.07171 -4.15254 -1.03465
C -3.30272 1.64047 2.10958
Sb -2.53462 3.09165 0.75029
C 1.00258 1.48626 1.94861
C 1.10036 2.71216 1.11568
C 1.56179 3.93856 1.60301
C 1.62196 5.03759 0.76392
C 1.20307 4.90619 -0.55183
C 0.75880 3.66066 -0.96245
N 0.71205 2.59123 -0.17129
Si 0.95704 1.70628 3.85867
C 2.70644 2.15351 4.37677
C 0.42281 0.22319 4.87316
C -0.28559 3.04905 4.30680
C -4.10224 3.40963 -0.75214
C -3.27104 2.67033 -1.73472
C -3.37212 2.57941 -3.12011
C -2.47342 1.77549 -3.79754
C -1.48082 1.07757 -3.10480
C -1.40205 1.22560 -1.74172
N -2.28212 1.99908 -1.09724
Si -5.74856 2.44188 -0.54146
C -6.64866 3.10459 0.95095
C -5.35841 0.59939 -0.39561
C -6.79512 2.60040 -2.07965
Si -4.21032 5.31291 -0.98561
C -5.53191 5.88231 -2.16628
C -4.53250 6.04512 0.70627
C -2.52296 5.86646 -1.59757
H -2.46470 1.21030 2.65662
H -3.91365 0.86240 1.66736
H -3.90544 2.21600 2.81752
H 1.88977 4.03366 2.62738
H 1.98819 5.98557 1.13590
H 1.21729 5.73931 -1.24055
H 0.41280 3.51712 -1.98352
H 3.44773 1.73589 3.69313
H 2.90821 1.74537 5.36963
H 2.87536 3.22980 4.43491
H -0.55258 -0.17011 4.59224
H 0.32283 0.59801 5.89659
H 1.14553 -0.59330 4.90304
H -0.43887 3.80910 3.54040
H 0.05030 3.56148 5.21219
H -1.25369 2.60090 4.54319
H -4.14601 3.12623 -3.64084
H -2.54412 1.68178 -4.87354
H -0.79113 0.42152 -3.61692
H -0.66156 0.73743 -1.12668
H -6.00398 3.23028 1.82332
H -7.45287 2.42100 1.23135
H -7.10854 4.07072 0.73404
H -4.28896 0.37774 -0.37651
H -5.78259 0.07939 -1.25720
H -5.80944 0.16345 0.49832
H -7.03086 3.62081 -2.37141
H -7.74261 2.08721 -1.89113
H -6.33129 2.09545 -2.92994
H -6.53605 5.63350 -1.82361
H -5.40442 5.48934 -3.17690
H -5.47662 6.97201 -2.23361
H -5.55973 5.88568 1.03573
H -4.36733 7.12460 0.66774
H -3.86821 5.66214 1.48808
H -2.08599 5.17512 -2.32308
H -1.81632 5.98186 -0.77174
H -2.60726 6.83735 -2.09029
Cl -0.87875 -3.94678 1.74432
C -1.18507 -2.60488 2.80653
Cl -0.94715 -0.98244 1.99932
H -0.51168 -2.62344 3.65628
H -2.22955 -2.59314 3.09788
C 2.82992 1.39832 -2.52310
S 3.42305 1.28778 -0.84548
C 5.04716 0.62882 -1.16402
O 2.68062 0.06278 -0.28090
H 3.40025 2.16887 -3.04161
H 1.77999 1.68033 -2.46648
H 2.94931 0.43040 -3.00829
H 5.61558 1.37996 -1.71270
H 4.96041 -0.29242 -1.73800
H 5.52064 0.44442 -0.20165
F 3.40179 -6.31275 1.11762
C 3.25117 -5.01438 1.40924
C 3.82883 -4.07058 0.58305
C 3.66402 -2.73037 0.89641
C 2.92528 -2.32597 2.01080
C 2.74924 -0.87970 2.33735
C 2.37050 -3.31818 2.82326
C 2.53419 -4.66140 2.53848
H 4.40733 -4.39250 -0.27226
H 4.12982 -1.97886 0.27119
H 3.63860 -0.31345 2.04574
H 2.59448 -0.73241 3.40497
H 1.83099 -3.02734 3.71866
H 2.12587 -5.43509 3.17448


Record 3
115
Properties=species:S:1:pos:R:3 method="wB97M-V/def2-TZVPD" homo_energy_ev=-5.59 charge=-1 lumo_ev=1.55 orbital_gap_ev=7.145 multiplicity=1
C 4.23044 1.13430 5.11838
C 4.14941 -0.29299 4.57635
C 3.95390 -0.47552 3.04083
I 3.46639 1.41141 2.03275
B 2.91152 -1.69443 2.64911
C 2.76678 -1.78156 1.00497
C 4.08159 -1.97272 0.25139
C 4.40912 -0.85667 -0.74356
Br 3.90940 -3.63329 -0.85896
C 3.60764 -3.11404 3.09698
Cl 5.30877 -3.12119 3.59152
C 3.02112 -4.32101 3.07698
C 1.62450 -4.59636 2.63152
Cl 3.87183 -5.78830 3.54474
S 1.24466 -1.29073 3.52622
O 1.08858 -2.18151 4.66423
O 1.10856 0.08387 3.98060
C -0.26620 -1.45914 2.41862
F -1.24753 -1.94356 3.21312
F -0.13179 -2.33180 1.39242
C -0.81395 -0.12351 1.83140
F 0.14403 0.70473 1.39062
F -1.50343 0.50332 2.80684
C -1.83125 -0.34598 0.65820
F -2.62501 -1.41573 0.86415
F -2.66500 0.73293 0.67730
C -1.19769 -0.34928 -0.77356
F -1.97044 -1.13240 -1.56215
F 0.03354 -0.84345 -0.80470
F -1.20787 0.87370 -1.30313
H 3.27688 1.64772 5.06651
H 4.51590 1.05840 6.17121
H 5.02780 1.68829 4.63362
H 5.09843 -0.75389 4.83499
H 3.38650 -0.82336 5.14139
H 4.94216 -0.67731 2.64987
H 2.14875 -0.99210 0.58092
H 2.19946 -2.68679 0.81462
H 4.92505 -2.18658 0.89319
H 5.06094 -0.13247 -0.25891
H 4.88930 -1.23849 -1.63490
H 3.49378 -0.33605 -1.00109
H 0.86342 -4.01476 3.13724
H 1.48450 -4.48450 1.55855
H 1.38920 -5.63738 2.83519
O 2.18261 -2.61593 -3.14529
C 1.74943 -3.46539 -3.86200
O 2.53724 -3.95888 -4.84894
C 2.17481 -5.08196 -5.64483
C 1.28419 -4.68867 -6.80699
C 0.32074 -3.94756 -3.74003
H 1.72564 -5.86377 -5.02992
H 3.11408 -5.48213 -6.02409
H 0.34020 -4.26458 -6.46491
H 1.06461 -5.55496 -7.43270
H 1.77613 -3.93035 -7.41658
H -0.33337 -3.23914 -4.24660
H 0.06530 -3.97248 -2.68339
H 0.14547 -4.94473 -4.13792
O 7.39880 3.29727 3.03897
C 6.89395 4.28757 3.48805
O 5.63880 4.23368 3.95754
C 5.00356 5.30568 4.65366
C 4.40463 6.31010 3.68988
C 7.61573 5.61837 3.46175
H 5.69034 5.76983 5.36520
H 4.21211 4.84022 5.23986
H 5.16420 6.77371 3.07285
H 3.87449 7.09140 4.22833
H 3.70671 5.80196 3.02323
H 7.50700 6.05554 2.47038
H 8.66995 5.43469 3.65558
H 7.26822 6.33066 4.20621
O -5.16077 -5.66970 -3.43394
C -5.59558 -4.83116 -2.69347
O -5.32051 -3.53969 -2.93712
C -5.92628 -2.46044 -2.21516
C -5.20698 -2.17492 -0.91390
C -6.37826 -5.20244 -1.45404
H -6.99147 -2.64855 -2.06752
H -5.84954 -1.59250 -2.86808
H -5.24336 -3.02849 -0.23662
H -5.65418 -1.31829 -0.40918
H -4.15830 -1.96285 -1.10235
H -5.67692 -5.47940 -0.66861
H -7.00102 -6.06147 -1.69226
H -7.03500 -4.41743 -1.08694
O -10.31087 -1.77256 -0.37699
C -10.69012 -1.96374 -1.49622
O -9.85981 -1.68879 -2.52125
C -10.13576 -2.02611 -3.88189
C -11.00631 -0.98529 -4.55578
C -12.09952 -2.42726 -1.78676
H -10.56188 -3.02825 -3.95262
H -9.16454 -2.06171 -4.37241
H -11.98299 -0.90534 -4.07811
H -11.15731 -1.23561 -5.60611
H -10.53572 -0.00430 -4.49263
H -12.76546 -1.56661 -1.74719
H -12.38826 -3.13460 -1.01356
H -12.21758 -2.92881 -2.74440
O 3.94450 8.44057 2.11669
C 3.51012 8.30958 1.00699
O 4.28256 8.65994 -0.03977
C 3.93058 8.38978 -1.39776
C 3.00785 9.45034 -1.96310
C 2.09755 7.83130 0.76575
H 3.51485 7.38629 -1.49634
H 4.87138 8.39413 -1.94497
H 2.06057 9.48906 -1.42524
H 2.79755 9.25253 -3.01449
H 3.46825 10.43469 -1.87586
H 1.41738 8.67258 0.89178
H 1.86500 7.07303 1.50971
H 1.93694 7.38245 -0.21110